Here is 2 unconnected molecules or ions with the total composition C4H13N2O2 from the OMol25 dataset. Energies are from ωB97M-V with the def2-TZVPD basis set.

Structure (XYZ):
```
21
C4H13N2O2, DFT ωB97M-V with the def2-TZVPD basis set
O 1.2311 -1.4016 -1.0323
O -2.1775 -0.3745 3.2646
N -0.5740 -0.2642 -0.2835
N 2.8920 0.3944 -1.0904
C 0.6547 -0.3350 -0.8002
C -1.2978 0.9914 -0.1887
C -1.3936 -1.4640 -0.2121
C 1.5061 0.9261 -0.9298
H -0.6419 1.8365 -0.0483
H -1.9973 1.1233 -0.9997
H 3.4870 0.5905 -0.2768
H -1.5993 -1.7230 0.8122
H 3.3371 0.7234 -1.9413
H -2.2224 0.1330 4.0869
H 1.4355 1.5454 -0.0410
H -1.3964 -0.9303 3.3451
H -0.9363 -2.2660 -0.7824
H 2.7455 -0.6512 -1.0750
H -2.3710 -1.3089 -0.6766
H -1.9172 1.0232 0.7148
H 1.2357 1.4316 -1.8457
```

The calculation puts the orbital gap at 10.2 eV. Its HOMO energy is -13.650 eV. The total charge is +1. The value obtained for the relative energy (zero: lowest compared OMol25 entry of this formula, charge and spin) is 161.8 kJ/mol. As for the largest force on an atom: 0.030 Eh/bohr.



Here is C4H8ClN in the gas phase from the OMol25 dataset. Energies are from ωB97M-V with the def2-TZVPD basis set.

Structure (XYZ):
```
14
C4H8ClN, DFT ωB97M-V with the def2-TZVPD basis set
Cl 1.3609 2.4672 -0.6024
N 1.0715 -0.1413 1.0628
C -0.3466 0.4428 1.3800
C -0.5030 -1.1320 -0.4973
C 0.1560 0.1186 -0.0523
C 0.4402 1.0055 -1.1146
H -1.0446 -1.4462 0.5045
H -1.0924 -0.0967 1.9115
H -0.3467 1.5606 1.5707
H -1.4335 -1.0953 -1.0851
H 1.1021 -1.1146 1.1835
H 0.9813 0.2887 -1.7962
H -0.4756 1.1078 -1.6276
H 0.1305 -1.9651 -0.8375
```

The calculation puts the orbital gap at 10.3 eV. As for the SMILES: C[C@@]1(CCl)CN1. Its HOMO energy is -9.402 eV. The total charge is 0. The value obtained for the relative energy (zero: lowest compared OMol25 entry of this formula, charge and spin) is 178.2 kJ/mol. As for the largest force on an atom: 0.105 Eh/bohr.



Here is 2 unconnected molecules or ions with the total composition C3H4BrNO from the OMol25 dataset. Energies are from ωB97M-V with the def2-TZVPD basis set.

Structure (XYZ):
```
10
C3H4BrNO, DFT ωB97M-V with the def2-TZVPD basis set
Br 2.3419 0.9219 0.8374
O 0.3072 -2.2575 -0.6778
N 1.1647 0.4514 -0.6311
C -0.8634 -0.8028 0.9707
C 0.1194 1.0833 -0.8345
C -0.2132 -1.4696 0.0012
H -0.2283 1.8437 -0.1755
H -0.3538 -0.1887 1.6646
H -0.4223 0.8845 -1.6968
H -1.8520 -0.4662 0.5417
```

The calculation puts the orbital gap at 9.0 eV. As for the SMILES: C=C=O.C=NBr. Its HOMO energy is -8.966 eV. The total charge is 0. The value obtained for the relative energy (zero: lowest compared OMol25 entry of this formula, charge and spin) is 307.5 kJ/mol. As for the largest force on an atom: 0.061 Eh/bohr.



Here is 2 unconnected molecules or ions with the total composition C6H14N2O from the OMol25 dataset. Energies are from ωB97M-V with the def2-TZVPD basis set.

Structure (XYZ):
```
23
C6H14N2O, DFT ωB97M-V with the def2-TZVPD basis set
O 1.2058 0.1736 -1.7056
N -0.9759 0.2753 -0.8284
N 2.0662 0.1203 0.9407
C 0.9608 -0.7714 0.9098
C -0.3071 -0.3861 1.3506
C 0.2991 -0.4647 -1.1632
C -0.0187 -1.8941 -1.5744
C -0.6350 0.8955 2.0379
C -0.9435 1.7212 -1.0438
H -0.4025 -1.8838 -2.5985
H 2.2165 0.6025 0.0570
H -1.7860 -0.1299 -1.2923
H -1.8207 2.1845 -0.5889
H 0.9025 -2.4716 -1.5337
H -0.9978 -1.1971 1.5512
H 1.2042 -1.8280 1.0012
H -0.9134 1.9837 -2.1027
H -0.0369 2.1160 -0.5907
H 0.0644 1.6731 1.7412
H -0.7640 -2.3606 -0.9291
H 2.9033 -0.2539 1.3645
H -1.6845 1.1491 1.8787
H -0.5370 0.7464 3.1185
```

The calculation puts the orbital gap at 8.3 eV. As for the SMILES: CNC(C)=O.C/C=C\N. Its HOMO energy is -7.593 eV. The total charge is 0. The value obtained for the relative energy (zero: lowest compared OMol25 entry of this formula, charge and spin) is 323.2 kJ/mol. As for the largest force on an atom: 0.078 Eh/bohr.



Here is a molecular structure, C48H51Br2EuN10S5 from the OMol25 dataset. Energies are from ωB97M-V with the def2-TZVPD basis set.

Structure (XYZ):
```
117
C48H51Br2EuN10S5, DFT ωB97M-V with the def2-TZVPD basis set
Eu -1.1316 0.3008 0.7320
Br -8.4968 -0.1674 1.6288
Br -3.6342 -4.1024 6.1006
S -2.8381 1.8504 -3.8029
S 0.2165 -3.0758 0.4838
S -2.4118 -2.6621 -1.0958
S 0.4056 -4.1004 -2.7794
S -2.2243 2.3380 2.7384
N -3.8662 -0.1005 0.9362
N 0.3086 3.0203 0.9068
N -2.1780 1.5640 -1.3202
N -2.1581 -1.4367 2.5565
N 0.1554 5.2016 3.6875
N 2.6626 0.1117 0.6861
N 2.9662 -0.3230 -1.5407
N 0.0371 3.7361 2.0675
N -0.9036 4.3969 3.8772
N 0.8946 0.4666 -0.8333
C -1.2963 -2.1048 3.3256
C -3.2227 4.5622 -3.1057
C 2.1173 0.0676 -0.5469
C 4.7528 0.5547 -3.5304
C 2.7541 0.4330 4.3248
C 0.7286 4.8126 2.6010
C -4.7064 0.5610 0.1430
C 5.9714 -2.2653 -0.5414
C -5.7783 -0.8498 2.1700
C -1.0961 -4.3166 0.7878
C 4.2828 -0.8264 -1.4812
C 6.4816 -0.9098 -2.4453
C -2.4032 -3.7267 -2.5908
C 1.2325 -4.9774 -1.4036
C -4.4029 -0.8044 1.9516
C 0.7741 0.3107 2.2779
C -3.2536 5.4968 -2.0921
C 6.8811 -1.8256 -1.4867
C 0.6867 1.5672 -3.0358
C -1.3056 -4.7660 -2.7181
C 0.3896 1.4543 -4.3886
C 0.4612 0.4467 3.6499
C 0.1676 -0.7761 -2.7967
C -2.4640 -3.8596 0.2773
C -6.6307 -0.1443 1.3330
C -2.9437 5.1399 -0.7788
C -0.1077 -0.8726 -4.1480
C -3.4694 -1.5393 2.8336
C 0.5712 0.4295 -2.2261
C 4.6785 -1.7707 -0.5382
C -3.9354 -2.3221 3.8877
C -2.4841 2.9016 -1.4754
C 3.1490 0.3008 3.0031
C 1.9151 5.4354 1.9832
C 4.6173 0.2344 2.6831
C -1.6718 -2.9058 4.3889
C -2.5544 3.8570 -0.4610
C 2.1560 0.2469 2.0051
C -6.0805 0.5801 0.2850
C -1.0183 3.4747 2.9070
C -2.8551 3.2628 -2.7854
C -3.0260 -3.0151 4.6751
C 1.0924 2.8965 -2.4687
C -2.3539 0.9258 -2.4419
C 1.4126 0.5077 4.6519
C 1.5728 -4.0986 -0.2132
C 5.1883 -0.4055 -2.4655
C 0.0098 0.2489 -4.9523
H 2.1700 -5.3599 -1.8083
H 2.2157 6.2866 2.5876
H 3.5009 0.4777 5.1007
H -3.0340 5.8732 0.0054
H -0.1844 0.1856 -6.0126
H -0.5824 0.5027 3.9629
H 1.6906 5.7810 0.9743
H 4.0182 0.0831 -4.1869
H 0.2431 3.6315 0.0914
H -0.3927 -1.8225 -4.5723
H 2.3113 -3.3535 -0.5021
H -3.0712 -4.7098 -0.0347
H -6.7025 1.1441 -0.3911
H -1.1426 -4.4885 1.8628
H 5.1980 0.3835 3.5894
H -0.9382 -3.4287 4.9802
H -2.3654 3.5649 0.5606
H -0.7859 -5.2410 0.3113
H -1.5060 4.5208 4.6752
H 2.7456 4.7328 1.9285
H 4.9087 -0.7341 2.2727
H 0.0899 -1.6387 -2.1515
H -1.4618 -5.2755 -3.6709
H 3.9686 -2.1460 0.1866
H 7.8905 -2.2023 -1.4842
H 1.9764 -4.7125 0.5922
H 4.9107 1.0091 1.9725
H 1.7416 2.7717 -1.6056
H 1.6090 3.4931 -3.2180
H -6.2137 -1.4088 2.9808
H 0.4701 2.3336 -5.0104
H -4.2705 1.1251 -0.6672
H -0.2474 -1.9921 3.0772
H 5.6005 0.8569 -4.1392
H -2.3592 -3.0140 -3.4131
H 4.3009 1.4471 -3.0957
H -3.3679 -4.2357 -2.6232
H -1.3529 -5.5053 -1.9214
H 1.2480 2.6174 0.9513
H -3.5502 6.5089 -2.3071
H 2.6193 -0.1699 -2.4799
H -2.9922 -3.3230 1.0636
H 1.1139 0.6094 5.6844
H -3.4989 4.8152 -4.1150
H 0.6131 -5.8319 -1.1355
H -4.9827 -2.4135 4.1103
H 3.6489 -0.1157 0.6771
H -2.2325 -0.1389 -2.5390
H 0.2004 3.4502 -2.1632
H 7.1848 -0.5819 -3.1974
H 6.2602 -3.0052 0.1897
```

The calculation puts the orbital gap (spin up / spin down) at 5.7 / 6.9 eV. The spin multiplicity is 8. Its HOMO energy (spin up / spin down) is -8.204 / -9.419 eV. The total charge is +1. As for the largest force on an atom: 0.026 Eh/bohr. The expectation value of S² is 15.76.



Here is 8 unconnected molecules or ions with the total composition C9H34N2O9 from the OMol25 dataset. Energies are from ωB97M-V with the def2-TZVPD basis set.

Structure (XYZ):
```
54
C9H34N2O9, DFT ωB97M-V with the def2-TZVPD basis set
O -1.9500 0.5509 2.4113
O 1.3231 -2.5670 0.5702
O 0.2261 2.6617 -0.1149
O 2.3036 3.0729 -2.1430
O -1.3951 2.4552 3.2431
O 1.9260 0.9385 2.7189
O -3.2336 2.1870 2.2476
O -4.2712 -0.7829 1.1706
O 0.7843 0.6145 -2.0977
N 0.2916 -0.0353 0.7313
N -2.2018 1.7393 2.6454
C -3.0229 0.0661 -0.6753
C 4.2546 1.7018 -2.3508
C -5.1990 -1.1911 -1.0338
C 0.6131 -3.6704 0.9087
C 3.5991 2.8338 -1.6000
C 0.5359 -4.6794 -0.2391
C 3.4646 2.7416 -0.0968
C -0.7257 -3.2428 1.4040
C -4.4167 -0.2196 -0.1460
H 4.1777 3.7274 -1.8341
H 0.0260 -5.5642 0.1421
H -0.6087 0.0380 1.1830
H 2.1781 -2.9177 0.3102
H -4.5497 -1.9234 -1.5137
H -4.9853 0.7048 -0.0446
H -6.0214 -1.7035 -0.5347
H 1.5115 -4.9181 -0.6625
H -1.5071 -3.1083 0.6560
H -1.1727 -4.0555 1.9764
H 2.7376 3.3968 0.3830
H 1.5230 1.1941 -2.2840
H 4.3857 3.0405 0.4036
H 0.8498 2.6644 -0.8410
H -2.3421 -0.7589 -0.4655
H 0.3647 0.4444 -0.1545
H 1.7983 1.8778 2.8520
H 5.3273 1.7523 -2.1642
H -5.6342 -0.6339 -1.8634
H -0.6501 -2.3450 2.0175
H 2.5460 0.6815 3.4014
H 1.0170 0.3891 1.2915
H 0.0540 -4.1426 -1.0563
H 4.1136 1.7828 -3.4287
H 3.8300 0.7531 -2.0224
H -3.7038 -0.1643 1.6364
H 2.2072 3.9824 -2.4350
H 0.5271 -1.0132 0.6394
H -2.5502 0.8797 -0.1251
H 3.1177 1.7500 0.1938
H -0.6041 2.9270 -0.5106
H -2.9268 0.2893 -1.7378
H 1.1684 -4.0882 1.7484
H 0.8898 -0.1132 -2.7105
```

The calculation puts the orbital gap at 7.5 eV. Its HOMO energy is -7.699 eV. The total charge is 0. The value obtained for the relative energy (zero: lowest compared OMol25 entry of this formula, charge and spin) is 91.3 kJ/mol. As for the largest force on an atom: 0.068 Eh/bohr.



Here is a molecular structure, C12H13Cl5O4Zr from the OMol25 dataset. Energies are from ωB97M-V with the def2-TZVPD basis set.

Structure (XYZ):
```
35
C12H13Cl5O4Zr, DFT ωB97M-V with the def2-TZVPD basis set
Zr -0.7382 -0.0386 0.8644
Cl 0.9820 -1.6796 1.3517
Cl 4.1839 -1.0349 -1.3296
Cl 5.2974 1.9005 -1.8334
Cl 0.9835 3.9671 0.6578
Cl 3.7355 4.3243 -0.6893
O -2.3158 1.1135 0.3069
O -2.0151 -1.6658 0.0480
O 1.7441 -0.8378 0.4244
O 2.7807 -3.6746 1.8835
C -0.2561 -1.9817 2.2512
C 3.3055 0.3712 -0.8859
C 1.2506 1.3396 0.2824
C -1.2364 -2.3084 -1.0420
C -2.0783 2.6116 0.1984
C -3.0327 0.4112 -0.8138
C -3.2556 -1.0583 -0.3832
C 1.8087 2.5698 0.0402
C 2.0074 -2.8659 1.6911
C 3.0681 2.7589 -0.5880
C 2.0675 0.2190 -0.3316
C 3.7935 1.6813 -1.0662
H 1.3687 -0.9533 2.3257
H -1.6973 2.9530 1.1565
H -3.6898 -1.6583 -1.1813
H -0.3647 -2.7480 -0.5945
H 0.4378 -2.3877 0.4203
H -2.4279 0.4839 -1.7197
H -1.3597 2.8034 -0.5932
H -3.0374 3.0796 -0.0083
H -1.8090 -3.1390 -1.4527
H -0.6407 -2.7600 2.9099
H -3.9059 -1.0970 0.4902
H -3.9936 0.9014 -0.9625
H -0.9609 -1.6005 -1.8276
```

The calculation puts the orbital gap (spin up / spin down) at 5.7 / 5.7 eV. Its HOMO energy (spin up / spin down) is -13.970 / -13.974 eV. The total charge is +2. The value obtained for the relative energy (zero: lowest compared OMol25 entry of this formula, charge and spin) is 2505.3 kJ/mol. As for the largest force on an atom: 0.157 Eh/bohr.



Here is C23H31N3O4S in the gas phase from the OMol25 dataset. Energies are from ωB97M-V with the def2-TZVPD basis set.

Structure (XYZ):
```
62
C23H31N3O4S, DFT ωB97M-V with the def2-TZVPD basis set
S -2.5366 -1.3135 0.2847
O -3.0291 -0.1432 -0.3756
O 3.7218 1.4392 1.2315
O 2.9931 0.4899 -2.6351
O -3.4656 -2.3353 0.6680
N -2.6139 1.9048 1.8447
N -1.7595 -0.8318 1.6993
N 3.0936 -0.4145 0.0934
C 0.6789 -1.6872 -2.0989
C 1.3951 0.9926 1.0222
C 0.2702 -3.8397 -1.1121
C 2.8367 0.7220 0.7983
C 1.0500 -3.0166 -1.9223
C 5.0677 0.1593 -1.3163
C 4.4509 -0.7653 -0.2598
C -4.6637 3.0454 1.8055
C 0.9265 2.3043 1.0121
C -1.3388 1.5759 1.5366
C -0.8540 0.2464 1.5276
C 2.7829 1.8832 -2.4982
C -3.1652 3.2186 1.5775
C 4.3458 0.0967 -2.6648
C 0.4781 -0.0237 1.2683
C -3.5943 1.0384 2.4721
C -1.2004 -2.0180 -0.6653
C -0.3992 2.5846 1.2403
C -4.6992 1.9963 2.9104
C 1.2916 2.1615 -2.5950
C -0.8504 -3.3410 -0.4738
C -0.4494 -1.1860 -1.4699
C 2.2681 -3.5682 -2.5961
H 4.4532 -1.7998 -0.6108
H -0.7656 -0.1632 -1.5977
H 0.8101 -1.0540 1.2933
H 0.5504 -4.8744 -0.9791
H -2.7557 3.9604 2.2782
H 1.2798 -1.0365 -2.7168
H 2.9464 -4.0039 -1.8638
H -5.6624 1.4992 2.9961
H 5.0553 1.1774 -0.9270
H 3.1637 2.2392 -1.5325
H 1.6257 3.1048 0.8229
H -2.9359 3.5344 0.5564
H -5.1524 3.9781 2.0803
H 2.3581 -0.7847 -0.4893
H 2.7904 -2.7895 -3.1447
H 1.9872 -4.3558 -3.2942
H -5.1313 2.6477 0.9051
H 1.1180 3.2335 -2.5736
H 4.3322 -0.9376 -3.0241
H 6.1077 -0.1298 -1.4742
H -1.4682 -3.9584 0.1598
H -3.1468 0.5010 3.3104
H -0.7194 3.6130 1.2225
H 4.8947 0.7103 -3.3961
H -4.4505 2.4526 3.8701
H 5.0520 -0.6912 0.6511
H -1.3538 -1.6421 2.1453
H 3.3252 2.4112 -3.2983
H 0.7718 1.7063 -1.7562
H -3.9832 0.3074 1.7563
H 0.8945 1.7549 -3.5216
```

The calculation puts the orbital gap at 8.1 eV. As for the SMILES: CCOCCCNC(=O)c1ccc(N2CCCC2)c(NS(=O)(=O)c2ccc(C)cc2)c1. Its HOMO energy is -7.572 eV. The total charge is 0. The value obtained for the relative energy (zero: lowest compared OMol25 entry of this formula, charge and spin) is 162.0 kJ/mol. As for the largest force on an atom: 0.017 Eh/bohr.